A cluster of 2 separate species, C10H13O2 in total, computed with ωB97M-V/def2-TZVPD.

Geometry as XYZ:
```
25
Properties=species:S:1:pos:R:3:forces:R:3
C -2.67537 -1.15004 -0.01588 -2.0 -1.5 3.2
C -3.41637 -2.02916 -1.12489 1.2 0.6 2.8
C -3.47009 0.21179 0.68757 2.2 -3.1 -3.9
O -4.56051 0.31679 0.18376 -3.1 0.9 0.0
O -2.73331 0.89213 1.35335 1.1 1.4 2.1
H -2.59870 -1.77733 0.97780 0.3 0.8 -1.8
H -1.69501 -0.89551 -0.29329 1.4 0.5 -0.4
H -2.63887 -2.37556 -1.78824 -0.1 0.0 -0.8
H -4.15014 -1.33410 -1.52639 -0.4 -0.7 -0.4
H -3.76069 -2.94223 -0.57273 -0.5 0.9 -0.9
C 1.94738 1.89058 -1.73816 -1.1 1.0 -1.3
C 0.93379 0.63027 0.22500 -0.6 0.4 -1.7
C 2.05741 1.08879 -0.49052 1.5 0.9 1.5
C 1.11005 -0.18223 1.30633 -2.1 -0.7 0.3
C 2.32598 -0.49885 1.82854 0.5 -0.5 0.7
C 3.33545 1.02994 0.17045 -1.8 -2.3 -0.2
C 3.42761 0.16600 1.30095 0.9 1.2 -0.4
H -0.14260 0.79079 -0.07000 1.4 0.1 -0.1
H 0.17994 -0.61154 1.70993 0.6 0.2 0.0
H 1.43992 1.35352 -2.59704 0.7 0.4 1.0
H 2.87055 2.40351 -2.10219 -0.4 -0.9 0.4
H 2.28187 -1.27123 2.63043 0.8 0.9 -0.5
H 4.24809 1.38966 -0.32622 -0.5 0.1 0.4
H 4.40597 0.16701 1.77361 -0.1 -0.6 0.1
H 1.27765 2.73702 -1.50216 0.0 -0.2 -0.2
```
Forces are in eV/Å.

Output
- Gap between HOMO and LUMO: 0.2445 Eh
- M: 165.21 u
- Total charge: -1
- LUMO: 3.135 eV

Here are the Mulliken charges for atoms 1 to 6, given in e: C -0.07; C -0.98; C 0.55; O -0.67; O -0.62; H 0.12